Entry from OMol25: a structure of composition C3H3CuFO2 at a distorted geometry (ωB97M-V/def2-TZVPD).

XYZ file:
```
10
Properties=species:S:1:pos:R:3:lowdin_charge:R:1
C -3.083 0.617 0.611 0.02
C -2.136 -0.123 1.152 -0.02
H -4.083 0.193 0.494 0.08
H -2.867 1.570 0.124 0.08
H -2.215 -1.077 1.672 0.11
F -0.560 0.103 0.898 -0.17
C 1.755 0.093 -0.305 -0.47
O 1.358 0.996 -1.064 -0.09
O 1.668 -1.106 -0.626 -0.09
Cu -0.310 -0.477 -1.527 0.57
```

Output
HOMO level (alpha / beta) = -0.2797 / -0.3400 Eh
LUMO energy (alpha / beta) = -1.0273 / -1.4235 eV
Relative energy (zero: lowest compared OMol25 entry of this formula, charge and spin) = 0.000 eV
Net charge = 0
Energy = -2006.76791 hartree
Spin multiplicity = 2
F_max = 4.9 eV/Å
HOMO-LUMO gap (alpha / beta) = 6.58 / 7.83 eV

=====

Entry from OMol25: a cluster of 3 separate species, C15H47N6O5P5S in total at a distorted geometry (ωB97M-V/def2-TZVPD).

XYZ file:
```
79
Properties=species:S:1:pos:R:3:lowdin_charge:R:1
C -2.890 -2.928 -1.715 -0.13
N -1.526 -2.777 -2.175 -0.30
C -1.161 -3.767 -3.181 -0.12
P -0.184 -2.008 -1.479 0.55
O 0.550 -1.397 -2.603 -0.29
N -0.590 -0.654 -0.518 -0.27
C -1.819 -0.487 0.257 -0.11
C -0.164 0.648 -1.042 -0.12
N 0.241 -3.096 -0.302 -0.30
C -0.717 -3.884 0.456 -0.10
C 1.412 -2.677 0.478 -0.11
H -3.096 -3.941 -1.341 0.08
H -3.582 -2.756 -2.546 0.09
H -3.150 -2.235 -0.931 0.04
H -0.709 -4.666 -2.739 0.08
H -0.453 -3.346 -3.895 0.07
H -2.048 -4.075 -3.736 0.08
H -2.724 -0.633 -0.329 0.06
H -1.864 0.531 0.645 0.05
H -1.837 -1.118 1.149 0.08
H -0.831 1.027 -1.825 0.09
H 0.844 0.598 -1.442 0.06
H -0.151 1.366 -0.220 0.08
H -1.580 -3.320 0.811 0.07
H -0.209 -4.294 1.328 0.08
H -1.067 -4.744 -0.117 0.08
H 1.156 -1.913 1.219 0.08
H 2.181 -2.265 -0.178 0.07
H 1.850 -3.533 0.991 0.08
C -1.112 4.619 5.249 -0.13
N -1.431 4.141 3.920 -0.30
C -0.625 4.785 2.889 -0.12
P -2.802 3.360 3.305 0.56
O -2.308 2.375 2.329 -0.28
N -3.591 2.359 4.458 -0.28
C -3.644 2.587 5.899 -0.12
C -3.529 0.919 4.187 -0.13
N -3.881 4.614 3.209 -0.31
C -3.942 5.705 4.168 -0.10
C -5.190 4.209 2.684 -0.12
H -1.192 5.712 5.332 0.08
H -0.077 4.364 5.497 0.09
H -1.739 4.191 6.015 0.04
H -1.112 5.679 2.475 0.08
H -0.430 4.095 2.069 0.07
H 0.337 5.086 3.304 0.08
H -2.668 2.729 6.357 0.06
H -4.082 1.712 6.380 0.08
H -4.308 3.413 6.165 0.08
H -2.571 0.474 4.481 0.09
H -3.696 0.712 3.135 0.06
H -4.327 0.423 4.743 0.08
H -3.881 5.391 5.210 0.07
H -4.890 6.224 4.035 0.08
H -3.165 6.447 3.976 0.08
H -5.792 3.696 3.441 0.08
H -5.066 3.534 1.836 0.08
H -5.740 5.081 2.329 0.08
C 4.495 0.432 -5.063 -0.17
C 4.312 -0.731 -4.091 -0.47
P 3.887 -2.349 -4.910 0.71
C 4.812 -2.481 -6.506 -0.34
P 4.645 -3.885 -3.553 0.56
O 4.242 -3.277 -2.077 -0.44
P 6.855 -3.849 -3.540 -0.05
O 7.293 -5.362 -3.901 -0.28
O 7.390 -2.961 -4.781 -0.28
S 7.561 -3.283 -1.845 0.23
H 5.319 0.269 -5.757 0.05
H 4.747 1.330 -4.492 0.07
H 3.570 0.661 -5.597 0.07
H 5.190 -0.852 -3.450 0.07
H 3.469 -0.512 -3.430 0.05
H 5.614 -3.216 -6.482 0.01
H 4.082 -2.837 -7.236 0.02
H 5.161 -1.508 -6.844 0.02
H 3.359 -2.877 -2.147 0.02
H 6.530 -5.892 -4.177 0.05
H 8.357 -3.041 -4.809 0.07
```

Output
HOMO level = -0.2842 Eh
LUMO energy = 0.5532 eV
Net charge = 0
Energy = -3409.51612 hartree
Spin multiplicity = 1
F_max = 4.1 eV/Å
HOMO-LUMO gap = 8.29 eV

=====

Entry from OMol25: a cluster of 2 separate species, C5H14N3OS in total at a distorted geometry (ωB97M-V/def2-TZVPD).

XYZ file:
```
24
Properties=species:S:1:pos:R:3:lowdin_charge:R:1
C -1.752 0.609 1.608 -0.53
C 2.154 -1.500 -0.254 -0.02
C 0.197 1.009 -2.808 -0.29
C -1.327 1.149 0.249 -0.19
C 0.933 -1.584 0.626 -0.14
N -3.055 0.641 1.851 0.20
N 0.010 0.632 -0.071 -0.41
N 0.947 -1.512 1.899 0.21
O -1.023 0.177 2.453 0.05
S 0.876 1.672 -1.214 0.85
H 2.072 -0.421 -0.469 0.03
H 3.129 -1.770 0.126 0.09
H 1.926 -2.073 -1.238 0.13
H 0.674 1.622 -3.489 0.01
H -0.814 1.095 -2.653 -0.01
H 0.626 -0.031 -2.703 0.05
H -1.389 2.208 0.157 0.11
H -2.013 0.741 -0.522 0.13
H 0.062 -1.618 0.074 0.11
H -3.620 1.143 1.218 0.11
H -3.458 0.269 2.685 0.13
H 1.735 -1.507 2.576 0.18
H 0.646 0.931 0.752 0.09
H 0.035 -1.339 2.342 0.11
```

Output
HOMO level = -0.4479 Eh
LUMO energy = -3.3610 eV
Relative energy (zero: lowest compared OMol25 entry of this formula, charge and spin) = 0.116 eV
Net charge = +1
Energy = -836.32933 hartree
Spin multiplicity = 1
F_max = 5.2 eV/Å
HOMO-LUMO gap = 8.83 eV

=====

Entry from OMol25: a cluster of 2 separate species, C3HF3IO2 in total at a distorted geometry (ωB97M-V/def2-TZVPD).

XYZ file:
```
10
Properties=species:S:1:pos:R:3:lowdin_charge:R:1
C -1.549 -0.169 0.807 -0.83
C 0.022 -0.622 0.563 -0.54
C 0.945 0.504 -1.102 -0.55
O -2.165 0.323 -0.137 -0.01
O -1.755 -0.415 1.953 0.01
F 0.480 1.804 -0.970 0.05
F 2.264 0.455 -1.223 0.09
F 0.319 0.096 -2.181 0.12
I 1.478 -0.294 2.112 0.63
H -0.039 -1.683 0.179 0.03
```

Output
HOMO level (alpha / beta) = -0.0764 / -0.1685 Eh
LUMO energy (alpha / beta) = 2.9875 / 1.5592 eV
Net charge = -1
Energy = -862.57299 hartree
Spin multiplicity = 3
F_max = 4.0 eV/Å
HOMO-LUMO gap (alpha / beta) = 5.07 / 6.14 eV

=====

Entry from OMol25: a cluster of 2 separate species, C16H19FN2O4 in total at a distorted geometry (ωB97M-V/def2-TZVPD).

XYZ file:
```
42
Properties=species:S:1:pos:R:3:lowdin_charge:R:1
C -1.476 -1.887 1.716 -0.14
H -2.222 -2.365 2.486 0.14
H -2.193 -1.492 1.024 0.08
H -0.829 -2.561 1.300 0.07
O -1.083 -0.688 2.190 -0.08
C -0.036 -1.032 3.222 -0.43
O 0.298 -2.091 3.644 0.16
C 0.448 0.161 3.794 -0.09
N -0.077 1.326 3.169 0.08
C 0.356 1.797 1.953 -0.28
O 1.421 1.128 1.507 -0.03
C -0.647 2.575 1.229 -0.23
H -0.767 3.779 1.755 0.23
C -1.894 2.006 1.098 -0.07
C -1.813 1.284 -0.316 -0.36
O -2.177 0.339 -0.729 0.19
N -0.627 2.053 -0.973 -0.08
C 0.002 3.022 -0.209 -0.09
H 0.925 2.924 -0.084 0.04
H -0.320 3.916 -0.520 0.09
C -0.140 1.370 -2.178 -0.08
H 0.324 2.147 -2.781 0.09
C 1.294 0.526 -1.785 -0.11
C 1.331 -0.882 -2.259 -0.13
C -0.155 -1.797 -1.794 0.05
C -0.028 -2.926 -2.135 -0.09
C 1.001 -3.346 -3.086 -0.20
C 2.055 -2.855 -3.282 -0.07
C 2.270 -1.409 -3.107 -0.01
H 3.045 -0.748 -3.351 0.09
H 2.813 -3.286 -3.937 0.14
F 0.829 -4.822 -3.392 -0.08
H -0.815 -3.582 -1.849 0.12
H -0.738 -1.104 -1.365 0.03
H 2.081 1.114 -2.442 0.13
H 1.483 0.520 -0.625 0.12
H -0.977 0.756 -2.616 0.13
H -1.991 1.399 1.856 0.06
H -2.693 2.755 0.873 0.16
H -0.782 1.529 3.541 0.00
H 0.617 0.391 4.945 0.18
H 1.887 0.057 3.515 0.27
```

Output
HOMO level = -0.3054 Eh
LUMO energy = 0.2547 eV
Relative energy (zero: lowest compared OMol25 entry of this formula, charge and spin) = 14.994 eV
Net charge = 0
Energy = -1130.94616 hartree
Spin multiplicity = 1
F_max = 15.8 eV/Å
HOMO-LUMO gap = 8.57 eV

=====

Entry from OMol25: the ion C5H12NO with charge -1 at a distorted geometry (ωB97M-V/def2-TZVPD).

XYZ file:
```
19
Properties=species:S:1:pos:R:3:lowdin_charge:R:1
C -0.711 -0.816 1.903 -0.15
C -0.829 -0.520 0.410 -0.21
C -0.019 0.700 -0.143 -0.41
C 0.911 1.355 0.889 -0.09
N 0.800 0.326 -1.304 -0.08
C 0.106 -0.380 -2.442 -0.56
O -0.316 -1.624 -2.203 -0.35
H -0.899 0.011 2.596 0.06
H -1.366 -1.633 2.164 0.05
H 0.267 -1.239 2.150 0.06
H -0.467 -1.372 -0.154 0.07
H -1.886 -0.427 0.145 0.10
H -0.709 1.432 -0.517 0.11
H 1.272 0.615 1.606 0.05
H 0.398 2.155 1.427 0.06
H 1.777 1.775 0.385 0.06
H 1.495 -0.353 -0.999 0.09
H 0.890 -0.355 -3.221 0.06
H -0.713 0.349 -2.690 0.08
```

Output
HOMO level = -0.0880 Eh
LUMO energy = 3.9348 eV
Relative energy (zero: lowest compared OMol25 entry of this formula, charge and spin) = 0.521 eV
Net charge = -1
Energy = -327.67690 hartree
Spin multiplicity = 1
F_max = 1.3 eV/Å
HOMO-LUMO gap = 6.33 eV

=====

Entry from OMol25: a cluster of 5 separate species, C35H66BF9NO16P in total at a distorted geometry (ωB97M-V/def2-TZVPD).

XYZ file:
```
129
Properties=species:S:1:pos:R:3:lowdin_charge:R:1
C 0.298 -5.005 0.946 -0.10
C 1.504 -4.424 1.700 -0.23
C 2.216 -3.260 0.982 -0.21
N 1.820 -1.905 1.350 0.03
C 0.661 -1.324 0.673 -0.29
O -0.225 -0.731 1.578 -0.08
C -1.053 -1.679 2.257 -0.05
B -2.414 -1.785 1.439 -0.62
O -3.042 -0.619 1.057 0.16
O -2.902 -3.037 1.170 0.06
C -4.181 -3.217 0.549 -0.21
C -4.097 -3.218 -0.970 -0.06
C 1.051 -0.258 -0.439 -0.33
C 2.517 0.187 -0.342 -0.08
C 3.064 0.920 0.912 -0.36
C 2.109 1.161 2.077 -0.03
O 3.577 2.215 0.487 -0.07
C 0.886 -0.987 -1.801 -0.07
C -0.537 -1.227 -2.331 -0.38
C -0.560 -2.468 -3.231 -0.02
O -1.535 -1.374 -1.306 -0.05
O 0.101 0.822 -0.376 -0.07
C 0.498 2.131 -0.715 -0.29
P 0.955 2.422 -2.568 0.94
O 0.728 4.021 -2.647 -0.27
O -0.333 1.802 -3.376 -0.31
C -0.583 3.038 -0.113 -0.41
F -0.142 4.311 -0.116 0.13
F -0.803 2.706 1.180 0.14
C -1.993 3.034 -0.796 -0.31
F -2.002 3.968 -1.794 0.12
F -2.238 1.836 -1.362 0.15
C -3.175 3.365 0.160 -0.38
F -3.410 2.315 0.935 0.18
F -2.872 4.427 0.909 0.18
C -4.513 3.690 -0.555 -0.61
F -5.458 3.815 0.349 0.20
F -4.450 4.808 -1.232 0.20
F -4.861 2.720 -1.382 0.19
H -0.118 -5.879 1.464 0.07
H 0.604 -5.329 -0.059 0.07
H -0.518 -4.278 0.832 0.05
H 2.239 -5.237 1.820 0.10
H 1.215 -4.127 2.720 0.07
H 3.297 -3.356 1.150 0.11
H 2.063 -3.380 -0.103 0.11
H 1.722 -1.805 2.354 0.11
H 0.130 -2.135 0.144 0.13
H -1.268 -1.290 3.266 0.13
H -0.562 -2.652 2.398 0.10
H -3.026 -0.445 0.104 0.09
H -4.882 -2.456 0.914 0.12
H -4.539 -4.200 0.887 0.12
H -3.379 -3.990 -1.283 0.09
H -5.071 -3.445 -1.411 0.07
H -3.751 -2.254 -1.368 0.07
H 2.774 0.806 -1.214 0.09
H 3.094 -0.742 -0.464 0.12
H 3.914 0.338 1.294 0.14
H 1.080 1.367 1.778 0.06
H 2.127 0.320 2.774 0.06
H 2.476 2.030 2.639 0.09
H 4.540 2.174 0.470 0.09
H 1.380 -1.968 -1.703 0.12
H 1.475 -0.433 -2.552 0.11
H -0.859 -0.390 -2.956 0.09
H 0.283 -2.449 -3.936 0.09
H -1.495 -2.502 -3.806 0.07
H -0.495 -3.380 -2.619 0.09
H -1.706 -2.322 -1.193 0.06
H 1.420 2.477 -0.213 0.12
H -0.088 4.333 -3.069 0.05
H -0.931 2.480 -3.728 0.05
C 3.794 3.489 6.677 -0.06
C 2.755 2.390 6.604 -0.23
O 2.962 1.527 5.476 -0.01
C 3.808 0.479 5.510 -0.53
C 4.717 0.280 6.692 0.00
O 3.817 -0.264 4.560 0.09
H 4.795 3.083 6.824 0.07
H 3.571 4.161 7.506 0.08
H 3.799 4.066 5.752 0.08
H 2.698 1.805 7.521 0.10
H 1.768 2.819 6.432 0.13
H 5.702 0.702 6.493 0.10
H 4.826 -0.792 6.830 0.09
H 4.325 0.690 7.615 0.06
C 1.396 -3.793 5.434 -0.07
C 1.131 -3.660 6.919 -0.22
O 1.944 -2.643 7.522 0.01
C 1.600 -1.345 7.513 -0.51
C 0.434 -0.875 6.676 0.03
O 2.294 -0.565 8.116 0.09
H 1.139 -2.881 4.894 0.06
H 0.809 -4.614 5.020 0.08
H 2.453 -3.996 5.259 0.09
H 0.077 -3.484 7.136 0.11
H 1.416 -4.573 7.439 0.12
H 0.826 -0.535 5.715 0.09
H -0.021 -0.026 7.181 0.10
H -0.331 -1.625 6.500 0.07
C -2.818 0.296 -4.890 -0.04
C -3.358 -1.011 -5.428 -0.23
O -4.071 -1.755 -4.432 -0.01
C -5.371 -1.530 -4.142 -0.51
C -6.063 -0.311 -4.704 0.02
O -5.922 -2.287 -3.388 0.10
H -3.619 0.965 -4.579 0.08
H -2.225 0.802 -5.654 0.08
H -2.189 0.110 -4.021 0.05
H -3.976 -0.867 -6.315 0.11
H -2.540 -1.670 -5.716 0.12
H -6.009 0.483 -3.958 0.09
H -7.108 -0.564 -4.863 0.09
H -5.647 0.057 -5.637 0.07
C 2.516 4.067 -8.789 -0.06
C 2.819 4.121 -7.307 -0.23
O 1.675 4.499 -6.530 0.01
C 0.749 3.619 -6.122 -0.51
C 0.742 2.214 -6.667 0.02
O -0.093 4.009 -5.350 0.08
H 1.770 3.307 -9.022 0.07
H 3.423 3.840 -9.349 0.08
H 2.129 5.029 -9.127 0.08
H 3.238 3.186 -6.935 0.11
H 3.549 4.901 -7.099 0.13
H 0.045 2.179 -7.504 0.10
H 0.385 1.552 -5.880 0.07
H 1.713 1.860 -7.001 0.07
```

Output
HOMO level = -0.2972 Eh
LUMO energy = 0.3478 eV
Net charge = 0
Energy = -3896.94168 hartree
Spin multiplicity = 1
F_max = 1.2 eV/Å
HOMO-LUMO gap = 8.43 eV

=====

Entry from OMol25: a structure of composition C18H32LuN6O4Si2 (ωB97M-V/def2-TZVPD).

XYZ file:
```
63
Properties=species:S:1:pos:R:3:lowdin_charge:R:1
Lu -0.551 -0.044 0.356 1.35
N 1.591 0.752 1.264 -0.07
C 1.819 0.449 2.683 -0.16
C 0.606 -0.225 3.320 -0.59
O 0.819 -0.978 4.311 -0.09
N -0.528 0.044 2.721 -0.07
C -1.712 -0.650 3.220 -0.14
C -2.395 -1.378 2.048 -0.67
O -2.740 -2.553 2.119 0.01
O -2.489 -0.637 0.990 -0.22
H 2.438 0.613 0.728 0.07
H 1.315 1.723 1.131 0.01
H 2.062 1.344 3.266 0.12
H 2.669 -0.230 2.775 0.11
H -2.433 0.084 3.596 0.12
H -1.484 -1.367 4.010 0.11
C -2.618 3.574 0.446 -0.27
Si -0.947 2.769 -0.035 0.50
C 0.328 3.886 0.906 -0.27
C -0.598 3.317 -1.841 -0.34
C -0.777 4.653 -2.212 -0.13
C -0.459 5.117 -3.477 -0.12
C 0.056 4.232 -4.412 -0.12
C 0.226 2.901 -4.066 -0.13
C -0.094 2.413 -2.795 -0.34
Si 0.046 0.538 -2.391 0.47
C 1.432 -0.114 -3.561 -0.29
C -1.535 -0.150 -3.240 -0.26
H -2.641 4.650 0.240 0.00
H -2.797 3.434 1.514 0.00
H -3.448 3.110 -0.086 0.01
H 0.079 4.940 0.746 0.01
H 1.347 3.761 0.529 0.01
H 0.330 3.712 1.984 0.01
H -1.173 5.357 -1.486 0.08
H -0.606 6.161 -3.731 0.09
H 0.315 4.575 -5.408 0.09
H 0.617 2.221 -4.815 0.08
H 1.201 0.070 -4.616 0.00
H 1.535 -1.196 -3.450 -0.01
H 2.403 0.337 -3.353 0.00
H -1.620 0.260 -4.252 0.01
H -2.451 0.107 -2.704 0.01
H -1.494 -1.238 -3.302 0.00
C 0.247 -5.942 2.161 -0.03
N 0.231 -4.673 1.488 -0.09
C -0.549 -4.454 0.286 -0.03
C -0.384 -2.958 0.115 -0.49
O -0.861 -2.254 -0.762 -0.04
N 0.353 -2.453 1.139 0.13
C 0.662 -3.473 1.947 -0.37
N 1.341 -3.316 3.077 0.22
H -0.774 -6.299 2.318 0.10
H 0.722 -5.860 3.135 0.08
H 0.798 -6.686 1.580 0.09
H -1.607 -4.674 0.453 0.14
H -0.171 -5.009 -0.574 0.14
H 1.289 -2.379 3.550 0.07
H 1.408 -4.102 3.700 0.09
N 3.193 -1.577 -0.758 0.03
H 2.729 -1.961 -1.576 -0.01
H 2.521 -1.693 -0.001 -0.03
H 3.203 -0.579 -0.949 -0.01
```

Output
HOMO level = -0.1202 Eh
LUMO energy = 2.2109 eV
Relative energy (zero: lowest compared OMol25 entry of this formula, charge and spin) = 0.741 eV
Net charge = -1
Energy = -3149.37119 hartree
Spin multiplicity = 1
F_max = 0.3 eV/Å
HOMO-LUMO gap = 5.48 eV